[1]
Here is a single C4H7FOS molecule from the OMol25 dataset. Energies are from wB97M-V/def2-TZVPD.

Results
**Lowest unoccupied orbital energy**: 0.31 eV
**HOMO level**: -8.7 eV
**Relative energy (zero: lowest compared OMol25 entry of this formula, charge and spin)**: 16.0 kcal/mol
**Structure (SMILES)**: COC(=S)CCF
**Strongest force on any atom**: 0.04849 hartree/bohr
**Total energy**: -19860.4383 eV

```
! wB97M-V def2-TZVPD RIJCOSX def2/J DEFGRID3
* xyz 0 1
C -0.823 -1.838 1.352
O -1.093 -0.500 1.156
C -0.326 0.391 0.567
S -0.775 1.978 0.420
C 0.927 -0.090 -0.092
C 0.705 -0.436 -1.554
F 1.903 -0.927 -2.058
H -0.574 -2.364 0.411
H 0.025 -1.897 2.064
H -1.752 -2.196 1.778
H 1.240 -0.978 0.429
H 1.822 0.550 0.003
H -0.075 -1.169 -1.797
H 0.445 0.580 -1.974
*
```

From a Mulliken analysis of the wavefunction, the atomic charges in e read:
1. C -0.672
2. O -0.313
3. C 0.357
4. S -0.249
5. C -0.689
6. C -0.140
7. F -0.290
8. H 0.271
9. H 0.343
10. H 0.255
11. H 0.331
12. H 0.323
13. H 0.237
14. H 0.236

***

[2]
Here is a single C4H7FS molecule from the OMol25 dataset. Energies are from wB97M-V/def2-TZVPD.

Results
**Lowest unoccupied orbital energy**: 0.96 eV
**HOMO level**: -8.3 eV
**Relative energy (zero: lowest compared OMol25 entry of this formula, charge and spin)**: 32.1 kcal/mol
**Structure (SMILES)**: CCS/C=C/F
**Strongest force on any atom**: 0.03919 hartree/bohr
**Total energy**: -17812.9483 eV

```
! wB97M-V def2-TZVPD RIJCOSX def2/J DEFGRID3
* xyz 0 1
C -1.194 -0.523 -1.469
C -1.077 -0.994 0.021
S -0.622 0.403 1.059
C 1.008 0.800 0.537
C 1.818 1.272 1.442
F 3.134 1.418 1.256
H -1.500 -1.317 -2.145
H -0.203 -0.123 -1.689
H -1.846 0.304 -1.549
H -0.364 -1.793 0.132
H -1.916 -1.497 0.434
H 1.290 0.531 -0.501
H 1.471 1.517 2.471
*
```

From a Mulliken analysis of the wavefunction, the atomic charges in e read:
1. C -0.988
2. C -0.483
3. S -0.124
4. C -0.101
5. C -0.151
6. F -0.236
7. H 0.332
8. H 0.239
9. H 0.321
10. H 0.320
11. H 0.377
12. H 0.205
13. H 0.290

***

Among the records above, which one has the lowest HOMO level?
C4H7FOS